Entry 1:
A structure of composition C38H56AsNOS2Si3Ti. Source: the Open Molecules 2025 dataset; level of theory: ωB97M-V/def2-TZVPD.

Geometry (Å):
H (3.4746, 0.6233, 2.6295)
H (-1.8403, 3.0061, 0.8075)
H (0.1357, -5.7081, -4.2252)
H (1.1307, 5.1560, -2.3923)
H (-2.7165, -1.4033, -2.5926)
C (1.8581, 0.7709, -1.1431)
S (-1.0125, -2.6704, -0.3572)
H (1.2173, -1.8295, 2.3457)
C (2.3395, 2.9567, 1.1488)
H (2.3352, 3.8066, 0.4690)
H (1.4364, -4.9970, -3.2743)
C (4.7078, 1.6435, -0.1237)
H (3.5365, 3.7807, -2.2872)
H (-6.3891, 1.8010, 1.1639)
C (-0.2088, 3.4402, 4.6363)
H (1.1380, -4.1163, 3.2128)
Ti (-0.1089, 0.5932, -0.5740)
C (-1.2998, 4.8657, -0.0815)
C (-0.9850, -4.0976, 3.5358)
H (-4.9193, -2.1615, -3.4868)
H (0.3796, -1.3586, -3.1200)
H (1.6348, -0.9792, -4.2921)
O (-0.4558, -1.2666, -0.8024)
H (-0.5450, 6.5472, -1.1909)
H (-2.9999, -3.7593, -0.6422)
C (3.1383, 3.0923, -3.0313)
H (1.6539, -2.5202, -3.4769)
H (-0.3090, 0.9860, -3.4339)
H (-3.0919, -3.7780, 3.7643)
C (0.4654, 4.7120, -1.6649)
H (3.4580, -0.7965, 1.5949)
N (-0.2481, 2.7566, -0.4947)
H (-5.0364, -3.3767, -2.2202)
H (-2.6670, -3.1008, -3.0529)
C (-4.5683, 1.3374, 0.1582)
H (-4.9963, 1.4721, -0.8265)
H (5.2578, 0.7154, -0.2648)
H (4.8135, 2.2407, -1.0252)
H (-3.0249, 0.9844, 3.6610)
H (4.8843, 0.2073, -2.2934)
C (0.4201, -5.3902, -3.2242)
C (-0.9038, -1.4859, 2.5874)
H (3.9422, 2.4234, -3.3292)
H (-0.5867, -3.4888, -3.3836)
C (-2.6687, 0.8276, 1.5444)
C (0.3776, 0.7280, 4.4708)
Si (2.5963, -0.7830, -2.0083)
C (0.2659, -2.2414, 2.6623)
H (1.3027, 0.9690, 6.3853)
C (0.4829, 2.8134, 5.6640)
H (-2.0594, 5.4158, 0.4544)
H (-1.5583, -4.7690, -2.6539)
H (0.4311, -6.2718, -2.5847)
H (-5.0686, -1.6613, -1.8055)
H (4.0374, 0.0937, -3.8299)
C (4.2058, -0.4053, -2.8754)
C (-4.6198, -2.4010, -2.4690)
C (-5.3484, 1.5318, 1.2807)
C (-1.1690, 3.5126, 0.1285)
H (-5.3941, 1.5848, 3.4325)
H (5.1911, 2.1843, 0.6914)
H (3.8847, -1.9089, -0.2164)
C (-3.2144, 0.9910, 0.2559)
H (3.0662, -3.0778, -1.2165)
H (-1.0184, -5.1104, 3.9110)
C (0.7731, 1.4612, 5.5818)
C (-2.7167, -2.7368, -0.9161)
C (-3.0982, -2.3935, -2.3495)
H (0.6015, -0.3307, 4.4270)
H (-0.0727, -4.7426, -0.6286)
C (0.4914, 1.6617, -3.7623)
C (-2.1493, -3.3501, 3.4536)
C (0.2254, -3.5403, 3.1435)
C (-4.7957, 1.4102, 2.5501)
C (2.9471, 0.1390, 1.8055)
H (-3.0367, -1.4820, 2.9135)
Si (1.6665, 2.1648, -2.3860)
C (2.9432, -2.1107, -0.7258)
H (1.3510, 2.8832, 1.6065)
H (3.0451, 3.1869, 1.9494)
H (0.7886, 3.3795, 6.5327)
Si (2.9339, 1.3539, 0.3794)
S (-2.3844, 0.8868, -1.3187)
C (-2.1146, -2.0427, 2.9806)
H (-3.2178, -2.0703, -0.2070)
C (-0.1057, -3.8956, -1.3203)
C (-0.4638, 5.4869, -0.9983)
C (1.4436, -1.4591, -3.3341)
H (2.1703, -2.1992, 0.0400)
H (1.9454, -0.0908, 2.1770)
H (2.8485, 3.6687, -3.9107)
C (-0.6037, 2.7176, 3.5222)
C (-3.4636, 1.0672, 2.6715)
C (-0.3141, 1.3575, 3.4404)
H (0.0041, 2.5618, -4.1426)
H (4.7171, -1.3444, -3.0942)
H (-0.4443, 4.4930, 4.7029)
H (-1.1546, 3.2201, 2.7394)
C (-0.5573, -4.3393, -2.7028)
C (0.5666, 3.3512, -1.3990)
H (0.8966, -3.4719, -1.3453)
As (-0.8237, 0.3196, 1.8923)
H (0.9908, 1.1731, -4.5976)

Forces on atoms 1 to 3 (eV/Å):
0.037 0.035 0.039
0.022 0.019 -0.072
-0.001 -0.010 -0.012

Net charge ... +2
Spin multiplicity ... 1
ΔE to the lowest compared entry with this formula, charge and spin ... 0.715 eV

***

Entry 2:
The molecule C21H29N3O5. Source: the Open Molecules 2025 dataset; level of theory: ωB97M-V/def2-TZVPD.

Geometry (Å):
H (-7.1948, 3.0682, -2.6117)
C (1.1305, -2.7146, 2.4943)
N (1.7865, 0.8542, -0.0189)
H (5.3002, 3.3915, -1.5359)
O (-5.7718, 1.7229, -3.2581)
H (0.0878, -3.0403, 2.4817)
H (-8.8423, 1.2950, -1.9618)
H (4.4265, 2.1619, -3.5612)
C (-3.0206, 1.0343, -0.9671)
H (3.5301, -5.0630, 2.0355)
O (0.7279, 0.8855, -2.0046)
O (3.3465, -0.8865, 2.1122)
C (-0.7041, 0.7150, -0.1300)
C (2.1935, -0.5494, 1.9329)
H (3.5055, 2.8667, -0.0222)
C (-7.7901, 1.0559, -2.1211)
C (3.0775, 0.8687, -0.6935)
H (3.9370, -3.3731, 2.3966)
C (3.1380, -4.1137, 2.3972)
O (-7.1747, 1.0888, -0.8528)
H (-3.2262, 1.5511, -3.0495)
C (-3.7337, 1.3409, -2.1211)
H (-3.1544, 0.5680, 1.1207)
C (-5.1185, 1.3881, -2.1010)
C (-7.1252, 2.0655, -3.0555)
C (4.9881, 2.3459, -1.4844)
C (5.1340, 1.7174, -2.8651)
C (3.5561, 2.2977, -0.9543)
H (3.7902, 0.3327, -0.0633)
H (-5.6303, 0.6192, 1.1438)
H (1.8741, -5.0735, 3.8635)
H (3.2941, -4.2896, 4.5747)
H (-1.2186, 1.1810, -1.9756)
C (-3.7037, 0.7898, 0.2221)
H (2.4129, -2.0883, 4.1086)
C (1.8483, 0.8686, 1.4262)
H (5.6497, 1.8370, -0.7800)
C (1.9735, -3.6024, 1.5494)
H (-7.7010, 0.0502, -2.5546)
C (-5.0830, 0.8200, 0.2373)
H (-7.5953, 2.0662, -4.0397)
H (2.3169, -3.0357, 0.6858)
H (1.3681, -4.4361, 1.1918)
O (-0.9194, 0.3818, 1.0282)
H (0.9706, -2.9464, 4.6724)
H (4.9539, 0.6466, -2.8284)
C (0.6848, 0.8251, -0.7762)
C (2.5380, -4.2091, 3.7957)
H (0.9082, 1.2137, 1.8516)
N (-1.6297, 1.0073, -1.0560)
H (2.8809, 2.7672, -1.6722)
H (0.2129, -0.8977, 1.8787)
C (-5.8049, 1.1027, -0.9151)
C (1.7361, -2.9154, 3.8984)
H (2.6569, 1.5406, 1.7257)
H (2.9573, 0.3414, -1.6412)
H (6.1395, 1.8783, -3.2471)
N (1.1099, -1.3183, 2.0939)

Forces on atoms 1 to 3 (eV/Å):
0.007 -0.088 -0.082
0.222 -0.019 0.017
-0.154 -0.046 -0.054

SMILES ... CCCCN(CC(=O)NC1CCCC1)C(=O)C(=O)Nc1ccc2c(c1)OCCO2
Spin multiplicity ... 1
ΔE to the lowest compared entry with this formula, charge and spin ... 1.227 eV

***

| no. | HOMO energy (Eh) | HOMO-LUMO gap (eV) | calculated total energy (Eh) |
| --- | --- | --- | --- |
| 1 | -0.4807 | 6.63 | -6361.3207 |
| 2 | -0.3010 | 8.61 | -1358.1394 |